Entry 1:
An isolated ion of composition C3H7N2S and charge +1 at a distorted geometry, computed with wB97M-V/def2-TZVPD.

spin multiplicity	1
relative energy (zero: lowest compared OMol25 entry of this formula, charge and spin)	4.476	eV
total charge	+1
maximum force	6.54	eV Å⁻¹
energy	-625.80769	a.u.

Geometry as XYZ:
```
13
C3H7N2S | the Open Molecules 2025 dataset | wB97M-V/def2-TZVPD
C -1.520 -1.068 -1.369
C -1.077 -2.062 0.777
C 0.067 0.685 -0.061
N -1.303 -1.871 -0.381
N 1.149 1.639 -0.315
S -0.881 0.461 -1.498
H -1.960 -1.488 -2.333
H -0.389 -2.954 0.783
H -1.528 -1.612 1.713
H -0.409 0.902 0.810
H 0.869 2.546 -0.501
H 1.646 1.270 -1.134
H 1.717 1.681 0.526
```



Entry 2:
C32H20Cl3CoIN4O6S3 as an isolated structure at a distorted geometry, computed with wB97M-V/def2-TZVPD.

spin multiplicity	5
relative energy (zero: lowest compared OMol25 entry of this formula, charge and spin)	0.000	eV
total charge	-1
maximum force	1.11	eV Å⁻¹
energy	-6157.59905	a.u.

Geometry as XYZ:
```
70
C32H20Cl3CoIN4O6S3 | the Open Molecules 2025 dataset | wB97M-V/def2-TZVPD
Co 0.803 0.673 0.466
Cl 2.914 4.137 6.923
C 2.263 3.533 5.415
C 2.999 2.647 4.656
C 2.473 2.166 3.470
Cl 3.422 1.025 2.562
C 1.200 2.555 2.955
O 0.666 2.181 1.846
C 0.507 3.462 3.803
Cl -1.066 3.984 3.284
C 1.010 3.938 4.997
H 3.981 2.329 4.981
H 0.421 4.616 5.600
I -1.351 1.961 -0.618
C -1.259 0.636 -2.246
C -1.968 0.923 -3.385
C -1.862 0.062 -4.489
C -1.069 -1.052 -4.415
C -0.380 -1.366 -3.232
C 0.389 -2.555 -3.123
C 1.042 -2.891 -1.954
C 0.951 -2.054 -0.846
C 0.285 -0.810 -0.916
C -0.454 -0.504 -2.114
H -2.591 1.807 -3.435
H -2.400 0.298 -5.398
H -0.955 -1.704 -5.277
H 0.430 -3.218 -3.982
H 1.601 -3.818 -1.883
H 1.428 -2.356 0.081
O 2.347 0.019 -4.850
S 2.775 1.193 -4.134
O 2.766 2.441 -4.848
N 2.002 1.320 -2.705
C 2.828 1.147 -1.691
O 2.535 1.162 -0.462
C 4.257 0.922 -2.084
C 5.347 0.752 -1.254
C 6.593 0.567 -1.844
C 6.732 0.555 -3.231
C 5.629 0.729 -4.059
C 4.402 0.912 -3.455
H 5.221 0.768 -0.178
H 7.468 0.431 -1.219
H 7.713 0.413 -3.670
H 5.730 0.724 -5.139
N -7.701 -0.448 2.141
C -6.490 -0.943 1.652
C -6.082 -2.244 1.954
C -4.893 -2.742 1.447
C -4.112 -1.946 0.626
C -4.514 -0.654 0.302
C -5.696 -0.156 0.812
S -2.605 -2.562 -0.064
O -2.715 -2.430 -1.490
O -2.392 -3.878 0.493
N -1.503 -1.493 0.421
C -1.022 -1.447 1.681
S -1.628 -2.379 3.051
C -0.459 -1.640 4.082
C 0.302 -0.792 3.373
N 0.000 -0.665 2.029
H -8.053 -0.903 2.965
H -7.765 0.555 2.191
H -6.705 -2.859 2.596
H -4.553 -3.742 1.689
H -3.883 -0.049 -0.342
H -6.016 0.853 0.567
H -0.397 -1.886 5.132
H 1.103 -0.208 3.790
```



Entry 3:
One molecule with the formula C19H17NO5, computed with wB97M-V/def2-TZVPD.

spin multiplicity	1
relative energy (zero: lowest compared OMol25 entry of this formula, charge and spin)	0.893	eV
maximum force	0.63	eV Å⁻¹
SMILES	CCC(=O)c1ccc(OCC(=O)c2ccc3c(c2)NC(=O)CO3)cc1
energy	-1165.19825	a.u.

Geometry as XYZ:
```
42
C19H17NO5 | the Open Molecules 2025 dataset | wB97M-V/def2-TZVPD
C 6.088 2.063 1.316
C 5.011 1.011 1.087
C 4.071 1.404 -0.037
O 4.159 2.472 -0.601
C 3.036 0.414 -0.425
C 2.783 -0.763 0.274
C 1.801 -1.643 -0.142
C 1.052 -1.365 -1.281
C 1.299 -0.187 -1.991
C 2.272 0.684 -1.564
H 2.469 1.598 -2.104
H 0.713 0.015 -2.874
O 0.066 -2.158 -1.780
C -0.303 -3.313 -1.064
C -0.801 -3.068 0.364
O -0.651 -3.922 1.209
C -1.431 -1.766 0.643
C -1.390 -1.286 1.954
C -1.924 -0.056 2.272
C -2.528 0.718 1.287
C -2.616 0.220 -0.022
C -2.065 -1.007 -0.341
H -2.159 -1.374 -1.351
N -3.314 0.970 -0.968
C -3.767 2.228 -0.744
O -4.433 2.838 -1.545
C -3.303 2.830 0.578
H -4.060 3.529 0.939
O -3.066 1.912 1.628
H -2.381 3.397 0.367
H -3.522 0.546 -1.864
H -1.891 0.328 3.279
H -0.919 -1.893 2.711
H -1.122 -3.761 -1.639
H 0.517 -4.042 -1.023
H 1.632 -2.542 0.429
H 3.344 -1.009 1.162
H 4.419 0.878 1.996
H 5.466 0.049 0.838
H 6.741 1.769 2.133
H 6.685 2.192 0.416
H 5.632 3.020 1.555
```



Entry 4:
A 2-piece molecular cluster, C3H3NO3 overall at a distorted geometry, computed with wB97M-V/def2-TZVPD.

spin multiplicity	1
relative energy (zero: lowest compared OMol25 entry of this formula, charge and spin)	10.471	eV
maximum force	3.87	eV Å⁻¹
energy	-396.23963	a.u.

Geometry as XYZ:
```
10
C3H3NO3 | the Open Molecules 2025 dataset | wB97M-V/def2-TZVPD
C 2.761 -0.108 -0.199
C 1.672 -0.794 -0.172
C -1.296 -0.829 0.765
N -1.549 0.242 0.118
O -0.788 1.353 0.321
O 3.637 0.534 -0.560
O -2.295 0.288 -0.882
H 0.695 -1.084 0.253
H -0.745 1.892 -0.430
H -2.093 -1.494 0.785
```



Entry 5:
C15H23B2BeCl2F2K2MgNO14PS as an isolated structure at a distorted geometry, computed with wB97M-V/def2-TZVPD.

spin multiplicity	1
total charge	-1
maximum force	7.19	eV Å⁻¹
energy	-5017.28752	a.u.

Geometry as XYZ:
```
65
C15H23B2BeCl2F2K2MgNO14PS | the Open Molecules 2025 dataset | wB97M-V/def2-TZVPD
C -2.311 -1.468 -0.181
C -0.820 -1.597 0.476
C 0.409 -1.960 -0.467
C 1.922 -2.061 0.091
C 2.110 -1.797 1.657
C 3.571 -1.807 2.408
P 4.020 0.077 2.625
B 4.342 2.008 2.739
N 4.631 2.698 1.414
O 4.270 2.723 4.022
C 0.863 -1.452 2.637
C -0.601 -1.364 2.036
H -2.496 -0.331 -0.449
H -3.099 -1.753 0.628
H -2.355 -2.104 -1.143
H 0.241 -2.125 -1.593
H 2.833 -2.303 -0.574
H 4.383 -2.239 1.701
H 3.531 -2.351 3.427
H 5.306 -0.233 3.191
H 3.778 0.200 1.193
H 2.920 0.277 3.565
H 4.006 2.304 0.665
H 4.243 3.668 1.549
H 3.381 2.437 4.394
H 1.063 -1.266 3.775
H -1.460 -1.108 2.773
K -3.565 0.570 0.906
B -1.230 6.174 3.838
O -1.824 4.926 4.345
C -2.310 4.266 3.299
O -2.870 3.190 3.369
C -2.066 5.026 2.082
O -2.386 4.697 0.956
O -1.430 6.156 2.379
F 0.176 6.214 4.146
F -1.897 7.312 4.416
Be -0.585 2.450 1.172
O -2.768 -1.042 -4.944
C -2.754 -2.256 -4.995
O -3.698 -2.914 -5.698
C -3.695 -4.330 -5.941
C -4.260 -5.084 -4.753
C -1.739 -3.045 -4.218
H -2.697 -4.674 -6.226
H -4.339 -4.496 -6.810
H -3.664 -4.928 -3.851
H -4.296 -6.157 -4.961
H -5.271 -4.735 -4.527
H -2.049 -3.091 -3.170
H -0.775 -2.535 -4.289
H -1.578 -4.054 -4.589
Cl 1.173 -3.968 -1.973
Cl 5.019 -3.417 4.020
C -5.730 -0.601 -3.487
O -4.885 0.062 -2.867
O -5.736 -1.843 -3.595
O -6.719 -0.106 -4.098
Mg -6.765 1.238 -2.673
O 7.196 6.423 0.195
S 6.874 5.820 1.498
O 5.412 5.774 1.669
O 7.467 6.627 2.577
O 7.421 4.454 1.553
K 4.160 -5.175 2.690
```